(1)
{"formula": "BH24O10", "method": "ωB97M-V with the def2-TZVPD basis set", "e_homo_ev": -6.62, "gap_ev": 8.77, "spin_multiplicity": 1, "total_charge": -1, "symbols": ["B", "H", "H", "H", "H", "O", "H", "H", "O", "H", "H", "O", "H", "H", "O", "H", "H", "O", "H", "H", "O", "H", "H", "O", "H", "H", "O", "H", "H", "O", "H", "H", "O", "H", "H"], "coordinates": [[-0.256, -0.300, 0.017], [-0.383, -1.399, 0.154], [-0.525, 0.442, 1.005], [0.870, -0.110, -0.357], [-0.997, -0.033, -0.968], [3.242, -0.047, -2.581], [3.932, 0.206, -3.142], [2.919, 0.743, -2.011], [4.319, 0.062, -0.007], [3.580, 0.435, 0.265], [4.323, -0.122, -0.915], [-3.916, -0.200, 0.927], [-3.170, -0.825, 1.399], [-4.737, -0.567, 1.176], [2.319, -2.535, -0.279], [2.731, -2.670, -1.150], [1.963, -1.759, -0.352], [-3.186, 2.465, 0.520], [-2.677, 3.041, -0.001], [-2.593, 1.748, 0.446], [0.252, 2.638, -1.906], [1.265, 2.796, -2.204], [0.328, 1.734, -1.544], [1.557, -0.692, 3.040], [2.499, -0.770, 2.702], [1.076, -0.348, 2.444], [-1.372, -3.042, 1.762], [-1.823, -3.656, 1.071], [-1.216, -2.484, 0.969], [-0.022, 3.174, 2.139], [0.109, 3.757, 1.381], [0.134, 2.223, 1.957], [-3.825, -1.436, -2.111], [-3.709, -1.120, -1.307], [-3.010, -1.347, -2.539]], "forces_ev_per_angstrom": [[-0.77, 2.94, -0.83], [-0.17, -2.48, 0.64], [0.09, -0.53, -0.43], [0.86, 0.31, -0.13], [0.23, 0.26, 0.47], [-2.59, 0.82, 2.71], [1.53, 1.11, -1.26], [0.94, -1.93, -1.81], [6.17, -2.05, 0.61], [-5.51, 2.49, 1.60], [-0.58, -0.48, -1.78], [4.35, -1.89, 1.10], [-2.79, 2.29, -1.72], [-1.42, -0.75, 0.57], [3.83, -7.43, -0.24], [-0.17, -0.04, 0.59], [-3.73, 7.34, -0.36], [-1.30, 0.41, 0.58], [0.64, 2.01, -1.08], [0.67, -2.28, 0.43], [4.06, 0.20, -0.95], [-3.67, -0.33, 0.97], [-0.53, 0.05, 0.10], [7.61, -4.09, 6.82], [-2.07, 0.15, 0.41], [-5.58, 3.87, -7.30], [-1.80, -1.49, -3.47], [0.57, 0.15, 2.53], [1.12, 1.30, 1.14], [0.09, -0.13, 0.65], [0.06, -0.94, -0.11], [-0.17, 1.04, -0.61], [-2.65, -2.69, -5.10], [0.81, 2.55, 6.19], [1.87, 0.25, -0.93]], "nbo_charge": [-0.692, -0.072, -0.078, -0.096, -0.047, -0.948, 0.469, 0.488, -0.946, 0.460, 0.476, -0.956, 0.496, 0.462, -0.919, 0.452, 0.466, -0.929, 0.449, 0.480, -0.948, 0.442, 0.504, -0.925, 0.466, 0.460, -0.941, 0.443, 0.488, -0.975, 0.473, 0.500, -0.940, 0.474, 0.465]}

***

(2)
{"formula": "C4H12N2", "method": "ωB97M-V with the def2-TZVPD basis set", "e_homo_ev": [0.77, -2.77], "gap_ev": [3.65, 7.15], "spin_multiplicity": 2, "s_squared": 0.7542, "total_charge": -1, "symbols": ["C", "N", "C", "C", "C", "N", "H", "H", "H", "H", "H", "H", "H", "H", "H", "H", "H", "H"], "coordinates": [[0.548, 0.049, 1.564], [-0.551, -0.850, 1.783], [0.130, 1.202, 0.547], [-0.629, 0.924, -0.814], [-0.001, -0.051, -1.777], [0.128, -1.630, -0.769], [1.408, -0.519, 1.161], [0.806, 0.525, 2.519], [-0.292, -1.422, 2.577], [-0.527, -1.374, 0.943], [0.972, 1.784, 0.320], [-0.543, 1.805, 1.151], [-0.751, 1.870, -1.345], [-1.614, 0.695, -0.409], [0.847, 0.385, -2.341], [0.770, -0.732, -1.172], [0.041, -2.200, -1.544], [-0.742, -0.462, -2.395]], "forces_ev_per_angstrom": [[0.12, 0.95, -1.39], [-0.41, 1.13, 1.90], [-0.76, -1.25, 0.41], [0.43, 0.46, 1.52], [-0.69, 3.88, -1.01], [0.44, -1.30, 3.92], [0.00, 0.43, 0.15], [0.22, 0.13, -0.20], [-0.20, -0.38, -0.16], [-0.40, -1.53, -1.39], [1.56, 0.95, -0.15], [-0.18, 0.40, -0.04], [0.04, 0.42, 0.35], [-0.26, -0.81, -0.80], [-0.27, 0.65, -0.57], [0.92, -1.93, 0.82], [-0.04, -1.66, -2.19], [-0.53, -0.55, -1.18]], "lowdin_spin": [0.013, 0.014, 0.006, 0.023, 0.216, 0.433, 0.007, 0.000, 0.004, 0.027, 0.002, 0.001, 0.020, 0.001, 0.088, 0.049, 0.069, 0.028]}

***

(3)
{"formula": "C5H13NO4", "method": "ωB97M-V with the def2-TZVPD basis set", "e_homo_ev": -9.68, "gap_ev": 10.05, "spin_multiplicity": 1, "total_charge": 0, "smiles": "C=CCCNC(=O)O.O.O", "symbols": ["C", "C", "C", "C", "N", "C", "O", "O", "H", "H", "H", "H", "H", "H", "H", "H", "H", "O", "H", "H", "O", "H", "H"], "coordinates": [[1.628, 2.363, 1.498], [0.655, 1.599, 1.984], [-0.454, 1.010, 1.162], [-0.248, -0.507, 1.046], [-1.384, -1.277, 0.592], [-1.979, -1.099, -0.626], [-3.017, -1.608, -0.950], [-1.314, -0.274, -1.482], [2.452, 2.667, 2.131], [1.621, 2.649, 0.453], [0.582, 1.339, 3.038], [-1.419, 1.272, 1.598], [-0.434, 1.424, 0.156], [0.080, -0.889, 2.017], [0.629, -0.687, 0.414], [-1.890, -1.796, 1.268], [-0.378, -0.518, -1.576], [1.377, -0.451, -2.317], [2.057, -0.267, -1.655], [1.901, -0.868, -3.036], [3.031, 0.277, -0.244], [2.422, 0.478, 0.475], [3.807, 0.781, 0.029]], "forces_ev_per_angstrom": [[-0.09, -0.31, 0.37], [-0.43, -0.04, -0.16], [0.24, 0.27, -0.34], [0.31, 0.07, 0.36], [0.71, 0.59, -0.30], [0.03, -0.01, -0.52], [-0.35, -0.08, 0.28], [-0.16, -0.25, 0.22], [-0.06, 0.28, -0.06], [0.11, 0.05, -0.01], [0.44, 0.05, 0.04], [-0.07, -0.27, 0.08], [-0.10, 0.15, -0.03], [-0.33, -0.16, 0.06], [-0.18, -0.03, -0.18], [-0.46, -0.38, 0.24], [0.29, 0.13, -0.16], [0.59, -0.60, -0.83], [0.15, 0.27, 0.27], [-0.84, 0.33, 0.56], [0.40, 0.10, 0.37], [-0.31, -0.01, 0.11], [0.10, -0.14, -0.37]], "nbo_charge": [-0.440, -0.157, -0.472, -0.208, -0.649, 0.883, -0.612, -0.729, 0.206, 0.208, 0.198, 0.223, 0.227, 0.204, 0.185, 0.407, 0.515, -0.982, 0.500, 0.482, -0.965, 0.489, 0.486]}

***

(4)
{"formula": "CH5F2N2", "method": "ωB97M-V with the def2-TZVPD basis set", "e_homo_ev": [-11.33, -18.90], "gap_ev": [7.32, 11.21], "spin_multiplicity": 3, "s_squared": 2.0070, "total_charge": 1, "symbols": ["C", "N", "N", "F", "F", "H", "H", "H", "H", "H"], "coordinates": [[0.429, -0.189, 0.440], [-0.488, -1.173, -0.813], [-0.300, 1.057, 0.453], [0.262, -2.204, -1.122], [-0.233, -0.445, -1.961], [1.413, -0.269, 0.136], [0.143, -0.727, 1.382], [-1.205, 0.868, 0.749], [-0.315, 1.546, -0.462], [0.293, 1.536, 1.197]], "forces_ev_per_angstrom": [[1.44, 1.29, 7.52], [-1.73, -3.24, -7.36], [3.71, 1.26, -0.50], [-0.46, -0.94, 1.35], [-1.25, 0.61, 0.86], [1.67, 0.35, -0.96], [0.57, 0.18, -1.25], [-2.42, 0.04, 0.90], [0.06, 0.05, 0.62], [-1.59, 0.40, -1.19]], "lowdin_spin": [0.691, 0.880, 0.073, 0.155, 0.117, 0.038, 0.018, 0.003, 0.005, 0.021]}

***

Taking the records one at a time from the top gives calculated total energy values of -21538.829; -7317.254; -15076.115; -9516.425 eV.
Taking the records one at a time from the top gives energy above the lowest of the compared OMol25 structures with the same formula, charge and spin values of 4.271; 4.068; 0.000; 2.581 eV.